Entry 1:
Computed, not measured: a structure of composition C44H37AuP2 at a distorted geometry, with the ωB97M-V functional and the def2-TZVPD basis.

Atoms and positions in Å:
Au  0.37167  0.17869  0.06857
P  -0.17825  2.02889  1.43707
P  1.57250  -1.11899  -1.51142
C  -5.75481  -2.44850  -0.24128
C  5.70089  -1.30767  -1.78209
C  1.59091  3.55522  3.03902
C  6.04466  -1.91309  -0.57101
C  1.31552  4.27708  0.72954
C  2.71610  5.54586  2.23658
C  -3.34452  -3.53259  0.74197
C  -3.88155  2.73311  -0.14784
C  0.81562  0.51221  -3.65626
C  -2.32065  -1.40144  0.30497
C  -3.05401  4.88369  0.59638
C  3.71062  -1.93924  0.07153
C  -4.46400  -4.32931  0.65901
C  1.46980  0.13534  -5.95845
C  -1.36800  2.08722  3.96963
C  0.80573  -5.16802  -1.05111
C  5.04852  -2.20821  0.36341
C  2.42957  4.64844  3.27263
C  -0.52176  -5.26282  -1.46792
C  -1.87888  4.28091  1.04652
C  0.81606  0.90794  -4.99578
C  0.97612  3.39221  1.78073
C  0.83471  -2.79146  -1.55709
C  -1.17539  -4.11408  -1.91638
C  -5.67263  -3.79074  0.17156
C  -0.51273  -2.89322  -1.95344
C  1.48193  -3.94988  -1.08742
C  -4.05262  4.11554  0.00101
C  2.17954  5.34959  0.96257
C  -0.57921  1.34773  3.06561
C  2.11149  -1.45706  -4.25075
C  -1.69051  2.88980  0.89795
C  4.36666  -1.01601  -2.07144
C  1.49327  -0.65824  -3.26548
C  2.10938  -1.05297  -5.58859
C  -1.15774  0.31054  5.59753
C  -1.64334  1.56775  5.23626
C  -0.11878  0.07103  3.42463
C  -1.28028  -0.77045  0.19143
C  -2.70926  2.12860  0.30597
C  -4.64010  -1.64597  -0.18801
C  3.33771  -1.39802  -1.18285
C  -3.46337  -2.21801  0.29713
C  -0.39992  -0.43859  4.69377
H  -1.10456  4.89401  1.51769
H  4.13100  -0.48266  -3.00360
H  5.30103  -2.67750  1.31672
H  -2.35772  -3.86384  1.12218
H  1.35454  -6.05950  -0.74053
H  -1.08037  -1.98974  -2.18915
H  7.07602  -2.17326  -0.37038
H  2.82569  4.80299  4.27943
H  3.33622  6.41253  2.43161
H  -1.36318  -0.08350  6.58631
H  -4.66789  2.13290  -0.61165
H  1.38118  2.82845  3.83692
H  0.44331  -0.52686  2.69575
H  1.48612  0.46440  -6.99053
H  -4.35879  -5.34922  0.98545
H  -1.03788  -6.21846  -1.46884
H  -3.16671  5.96272  0.72614
H  2.40338  6.04308  0.14448
H  2.62761  -1.66672  -6.32665
H  2.61452  -2.38795  -3.95764
H  -4.96471  4.59073  -0.33819
H  -2.23397  2.16668  5.93190
H  -2.54055  1.04666  0.21184
H  6.45864  -1.06740  -2.53166
H  -6.66430  -1.99819  -0.60010
H  0.30171  1.11749  -2.89694
H  -2.22294  -4.16552  -2.21849
H  -4.61512  -0.58098  -0.48752
H  -1.75536  3.06673  3.67832
H  0.31017  1.83750  -5.27305
H  -6.55768  -4.39781  0.11752
H  2.53682  -3.93695  -0.79721
H  2.60908  1.66071  -0.23772
H  -0.01329  -1.41936  4.97438
H  0.89462  4.09339  -0.26849
H  2.24662  1.95466  -0.78446
H  2.93006  -2.15303  0.81778

Summary:
⟨S²⟩: 2.036
Total charge: +2
Multiplicity: 3
Lowest unoccupied orbital energy (spin up / spin down), eV: -5.562 / -9.030
HOMO level (spin up / spin down), eV: -13.652 / -13.637
Molecular weight, g mol⁻¹: 824.7
E_tot, Ha: -2516.60349

=====

Entry 2:
Computed, not measured: a cluster of 9 separate species, C19H59N3O12 in total at a distorted geometry, with the ωB97M-V functional and the def2-TZVPD basis.

Atoms and positions in Å:
O  0.71039  -1.89670  -4.22531
O  4.15894  1.41220  -2.36050
O  1.18432  0.90213  0.75630
O  0.84464  -3.03456  5.24899
O  8.60804  0.34284  0.30592
O  -2.88339  0.56710  -2.64892
O  -4.34641  3.76606  0.73545
O  -2.41302  3.48014  -3.65073
O  -2.32221  -1.86121  0.13878
O  0.00132  0.65647  -1.99062
O  -4.90878  -0.62954  -1.81196
O  1.15923  0.34091  -5.54587
N  5.93359  -0.18621  -0.10930
N  -3.46449  0.62470  0.46019
N  -0.72574  -1.38979  3.44502
C  -1.93771  -2.16016  -1.16009
C  -5.37959  -1.90685  -2.24447
C  -0.22754  -2.26787  5.79477
C  -3.33980  2.95427  1.35004
C  3.95063  0.31922  -1.52822
C  -4.77520  1.00218  -0.04589
C  8.83467  1.53982  0.96682
C  -2.42448  0.13483  -3.93002
C  -1.77810  -1.51471  2.48604
C  -1.32719  -1.59165  1.08015
C  -1.27736  -1.77144  4.78196
C  -5.50272  -0.23310  -0.53807
C  6.48235  -0.34547  1.23843
C  4.65295  0.54562  -0.13602
C  1.82695  -3.58899  6.08321
C  -2.65702  1.87131  0.45218
C  -5.19806  4.25589  1.72108
C  7.89900  -0.66741  1.08994
C  3.43624  1.47843  -3.51322
H  -1.99485  -2.58286  4.65985
H  0.15387  -2.48355  -4.73729
H  -1.36166  -3.06684  -1.34502
H  4.26745  -0.66078  -1.88506
H  -6.58993  -0.15833  -0.55974
H  3.19763  2.51214  -3.76339
H  -5.35140  -1.00883  0.21258
H  -0.61552  -2.41213  0.98839
H  9.38346  1.52238  1.90842
H  4.01397  1.07822  -4.34639
H  -3.00110  4.07445  -3.18470
H  -3.09724  -0.15540  -0.06581
H  0.85621  0.74810  -0.12963
H  -1.50497  0.57683  -4.31372
H  -2.91139  -2.21197  -1.64729
H  -4.86505  -2.11806  -3.18188
H  -2.37343  2.69953  -3.09819
H  3.95935  0.15964  0.61101
H  -5.39715  1.47561  0.71382
H  -6.44440  -1.91546  -2.47729
H  -4.64950  1.71021  -0.86503
H  -2.24255  -2.48335  2.67073
H  -5.88931  4.92774  1.21229
H  1.65046  -3.07965  7.03058
H  2.87688  -3.60651  5.79088
H  0.40976  0.42749  -2.82548
H  -1.70289  1.63218  0.92182
H  8.36537  -1.05299  1.99654
H  -0.91494  0.39920  -2.09318
H  -2.64388  -0.86569  2.61765
H  6.33307  0.58724  1.78239
H  -0.04330  -2.10025  3.22228
H  0.86571  0.01103  -6.39513
H  1.40385  0.03066  1.08581
H  -3.24591  0.45030  -4.57333
H  2.43360  1.05108  -3.52643
H  -3.73016  2.53001  2.27510
H  4.95400  1.59134  -0.07336
H  2.90837  0.01639  -1.42783
H  -2.56484  3.56679  1.81085
H  6.55879  0.30227  -0.73430
H  7.89979  -1.58650  0.50396
H  -2.28375  -0.94521  -3.88743
H  5.92977  -1.10004  1.79824
H  -2.49905  2.26703  -0.55109
H  9.38337  2.28038  0.38492
H  -4.61669  4.88151  2.39837
H  -5.24558  -2.80974  -1.64871
H  -0.85822  -0.65782  0.77005
H  -5.70762  3.58692  2.41458
H  -3.67239  0.04498  -2.48621
H  1.49807  -4.60983  6.27770
H  0.85545  1.24833  -5.52285
H  0.89111  -1.16349  -4.81351
H  -0.78337  -2.98165  6.40279
H  0.17936  -1.43477  6.36790
H  -1.29903  -1.40050  -1.61076
H  7.84713  1.97694  1.11443
H  -1.76923  -0.86314  5.13002

Summary:
Multiplicity: 1
Lowest unoccupied orbital energy, eV: 0.069
HOMO level, eV: -8.168
Molecular weight, g mol⁻¹: 521.7
E_tot, Ha: -1826.19199
SMILES string: COCCNCCOC.COCCNCCOC.COCCNCCOC.CO.O.O.O.O.O

=====

Entry 3:
Computed, not measured: a structure of composition C11H18ClMoV at a distorted geometry, with the ωB97M-V functional and the def2-TZVPD basis.

Atoms and positions in Å:
Mo  -0.36650  -2.76463  -0.18827
V  1.61546  0.69733  -0.05536
Cl  3.66927  0.16096  -0.74492
C  1.55803  4.85087  2.22984
C  0.26816  0.84112  1.72514
C  -0.42642  -3.97156  1.37418
C  0.55989  4.36342  3.08814
C  2.08972  4.07342  1.19766
C  -1.94222  -1.68333  -0.01702
C  0.09579  3.05470  2.92863
C  1.67255  2.74260  1.06206
C  -0.76382  -3.89540  -1.77666
C  0.68212  2.22925  1.94540
C  0.07911  1.08895  -1.42853
H  -0.68949  2.61069  3.56266
H  1.91472  5.88092  2.32485
H  -2.26955  -1.31476  0.95891
H  0.51714  -3.91563  1.93193
H  -1.68360  -3.52697  -2.24859
H  0.73107  1.38495  -2.24997
H  2.13320  2.24939  0.12526
H  0.75068  0.09491  2.37012
H  -1.19145  -3.68480  2.09222
H  -2.24279  -1.10709  -0.89654
H  -0.55326  -5.02734  1.14310
H  -0.82193  0.67911  1.65102
H  2.83459  4.50580  0.50511
H  0.15673  4.98802  3.89269
H  0.00957  -3.78543  -2.55767
H  -0.85549  -4.97715  -1.63817
H  -0.38316  1.95695  -0.97083
H  -0.73162  0.44396  -1.78792

Summary:
⟨S²⟩: 6.251
Multiplicity: 5
Lowest unoccupied orbital energy (spin up / spin down), eV: -0.516 / -1.033
HOMO level (spin up / spin down), eV: -7.771 / -8.348
Molecular weight, g mol⁻¹: 332.6
E_tot, Ha: -1902.03037

=====

Entry 4:
Computed, not measured: a structure of composition C60H42BrCdIN2O3S2 at a distorted geometry, with the ωB97M-V functional and the def2-TZVPD basis.

Atoms and positions in Å:
I  1.76680  -3.13330  -1.50800
Cd  0.70130  -0.56210  -0.09170
Br  2.21510  0.78760  7.02240
S  -0.34260  2.65200  1.16600
S  -1.63020  1.58500  -1.38120
O  0.41840  1.44620  1.53090
O  -0.81030  1.46970  -2.58850
O  2.25540  -1.08580  1.34550
N  -0.65070  -1.43570  1.69470
N  -1.35630  -1.54580  -0.90540
C  -3.63290  1.07410  2.97080
C  -1.63800  4.24380  -2.27420
C  -0.23420  -1.33300  2.92310
C  3.87950  -2.31700  -3.44170
C  1.94360  0.34350  -1.58250
C  3.67780  0.44620  -3.33990
C  -3.04580  2.85990  0.91270
C  -2.33220  1.38010  2.68420
C  2.17990  0.22400  5.19750
C  -1.83780  5.58910  -2.12110
C  1.00740  -0.81430  3.35580
C  2.97610  -1.72490  -2.60200
C  3.26510  0.54410  4.36700
C  -4.11360  -2.82050  1.88300
C  -2.89830  -2.27760  2.29920
C  -6.95260  -0.77070  -3.17760
C  -1.60260  -1.67480  -2.18540
C  -2.73090  -2.33920  -2.68200
C  0.32260  4.54490  4.74100
C  0.12190  3.54540  3.80550
C  -2.22080  -2.04480  -0.00310
C  -6.72430  2.59320  0.53630
C  0.11020  6.20450  3.02920
C  -7.03040  1.73990  1.60780
C  3.60160  1.85280  -3.31220
C  -5.66920  -0.14700  -2.72490
C  -3.61190  7.06750  1.40890
C  -2.63520  7.49110  -0.74790
C  4.70970  -1.53630  -4.25360
C  1.95320  1.72290  -1.58230
C  -4.83260  0.48620  -3.64060
C  2.15720  -0.60490  2.50250
C  1.08970  -0.43740  4.71310
C  4.59660  -0.17820  -4.20650
C  -1.90670  -1.91210  1.39300
C  -6.04100  1.25800  2.41970
C  -0.08890  3.88250  2.48170
C  3.24930  0.13830  3.06840
C  -4.39610  2.50860  1.14520
C  -3.64450  1.06070  -3.23270
C  -4.69290  1.61000  2.20350
C  -5.43300  2.97360  0.31100
C  -2.04900  2.28120  1.65370
C  -3.65790  -2.81620  -1.79490
C  -0.09200  5.21120  2.09000
C  -2.06410  3.35810  -1.27890
C  -3.45230  5.72180  1.23930
C  0.57470  6.96770  5.36330
C  -3.43760  -2.65750  -0.41140
C  0.32400  5.88340  4.36480
C  2.82810  -0.32280  -2.47690
C  -2.88040  5.20780  0.05460
C  -5.28160  -0.20580  -1.39370
C  -3.20270  7.95850  0.40520
C  -3.27610  0.99440  -1.90050
C  -2.45370  6.10690  -0.95860
C  -4.07780  0.34170  -0.98450
C  -2.67390  3.81840  -0.13930
C  2.75780  2.48140  -2.44510
C  -4.38050  -3.04360  0.55800
H  0.24760  -0.63790  5.36170
H  -6.27760  0.58870  3.23360
H  -5.17710  3.61410  -0.51990
H  4.07220  0.37460  2.40800
H  0.23560  6.67580  6.35280
H  0.47840  4.28170  5.77620
H  -0.88450  -1.22640  -2.86190
H  2.71290  3.56210  -2.40960
H  -3.33750  9.01880  0.55490
H  -1.13830  3.83240  -3.13820
H  -7.48430  -1.21390  -2.34010
H  -6.76180  -1.54590  -3.91850
H  -4.05270  7.45460  2.31590
H  -3.86410  0.40430  3.78550
H  -2.30540  8.18020  -1.51140
H  -5.31060  -3.49280  0.24370
H  -5.91030  -0.70830  -0.67340
H  -4.84800  -3.08570  2.63150
H  0.07110  7.88380  5.06600
H  4.23530  2.41520  -3.98510
H  -7.51210  2.93840  -0.11680
H  -8.05890  1.45890  1.77740
H  5.41830  -2.01770  -4.90960
H  -0.25780  5.46510  1.05410
H  -2.86540  -2.44740  -3.74440
H  1.64250  7.17660  5.42190
H  -3.75290  0.24160  0.03770
H  -5.11250  0.51750  -4.68380
H  1.31420  2.26520  -0.89140
H  0.10680  7.24140  2.72440
H  0.13090  2.50840  4.09980
H  -2.74480  -2.16220  3.36260
H  -4.56390  -3.29910  -2.13140
H  -1.51420  6.28150  -2.88490
H  -7.59400  -0.02210  -3.63910
H  4.09710  1.10580  4.76860
H  -2.97940  1.53610  -3.93840
H  -3.74900  5.03700  2.01940
H  5.21750  0.45080  -4.82780
H  -1.50840  0.94040  3.22570
H  3.95650  -3.39210  -3.48380
H  -0.90050  -1.61440  3.74760

Summary:
Multiplicity: 1
Lowest unoccupied orbital energy, eV: -0.479
HOMO level, eV: -6.873
Molecular weight, g mol⁻¹: 1222.4
E_tot, Ha: -6482.69684

=====

Entry 5:
Computed, not measured: a cluster of 2 separate species, H3N2O2S in total at a distorted geometry, with the ωB97M-V functional and the def2-TZVPD basis.

Atoms and positions in Å:
S  1.51840  0.45738  0.01467
O  2.58645  1.30986  -0.58382
O  1.43738  -0.89418  -0.59186
N  0.52376  0.93513  0.91678
N  -1.61966  -0.34585  -0.23190
H  -2.35073  -0.34210  0.47485
H  -1.30005  -1.30751  -0.19840
H  -0.79557  0.18727  0.19968

Summary:
⟨S²⟩: 2.011
Total charge: -1
Multiplicity: 3
Lowest unoccupied orbital energy (spin up / spin down), eV: 4.442 / 2.092
HOMO level (spin up / spin down), eV: -0.918 / -5.769
Molecular weight, g mol⁻¹: 95.1
E_tot, Ha: -659.84768

=====

Entry 6:
Computed, not measured: a cluster of 2 separate species, C3H9NS in total at a distorted geometry, with the ωB97M-V functional and the def2-TZVPD basis.

Atoms and positions in Å:
S  1.77121  -1.30958  1.18475
N  -1.22618  -1.12123  -1.73683
C  -2.30093  -0.49202  -1.32026
C  1.45699  0.40960  0.33999
C  0.93280  1.28659  1.37823
H  1.21362  2.31289  1.26634
H  -3.17707  -0.69647  -1.90400
H  0.75330  0.45284  -0.52070
H  0.73871  -1.85637  0.66089
H  2.42760  0.57438  -0.13654
H  -2.17556  0.12034  -0.52547
H  -1.53532  -1.95637  -2.27288
H  -0.07200  1.36193  1.25095
H  1.19281  0.91347  2.33551

Summary:
Multiplicity: 1
Lowest unoccupied orbital energy, eV: 0.911
HOMO level, eV: -8.785
Molecular weight, g mol⁻¹: 91.2
E_tot, Ha: -572.55606
SMILES string: C=N.CCS

=====

Entry 7:
Computed, not measured: the molecule C2H7N3O at a distorted geometry, with the ωB97M-V functional and the def2-TZVPD basis.

Atoms and positions in Å:
O  -1.37480  1.60821  0.03038
N  0.87519  0.36640  0.59379
N  -2.46517  -0.44358  0.04005
N  -0.17267  -0.35398  0.08124
C  2.12357  0.17794  -0.26029
C  -1.33210  0.40570  0.05183
H  2.86829  1.04746  -0.15947
H  2.67968  -0.87316  -0.20198
H  -2.45894  -1.27309  -0.56302
H  1.00788  -0.04239  1.60257
H  -3.23279  0.25154  -0.21480
H  1.85172  0.51922  -1.35935
H  -0.36985  -1.39027  0.35905

Summary:
Multiplicity: 1
Lowest unoccupied orbital energy, eV: 0.774
HOMO level, eV: -9.798
Molecular weight, g mol⁻¹: 89.1
E_tot, Ha: -319.85824
SMILES string: CNNC(N)=O

=====

Entry 8:
Computed, not measured: the ion C5H14N with charge +1 at a distorted geometry, with the ωB97M-V functional and the def2-TZVPD basis.

Atoms and positions in Å:
N  0.21226  -1.32863  2.12160
C  -0.43457  -0.01674  1.39389
C  -0.93939  -1.11941  -0.83915
C  0.98320  1.50724  -1.99209
C  0.01589  -0.12376  -0.16632
C  0.03682  1.30712  -0.70886
H  2.00879  1.04788  -1.65640
H  -0.99154  1.62136  -1.00913
H  -0.01054  0.82115  1.93082
H  -0.27741  -1.34493  3.01395
H  -1.89400  -0.62941  -1.11714
H  1.23285  2.58006  -2.10864
H  1.15472  -0.65363  -0.29916
H  0.20763  -2.18301  1.60673
H  0.78462  1.00776  -2.94977
H  0.23591  2.10369  -0.08365
H  1.15574  -1.06980  2.16426
H  -1.52410  0.08646  1.47504
H  -0.41368  -1.48225  -1.72730
H  -1.12651  -1.93166  -0.21560

Summary:
Total charge: +1
Multiplicity: 1
Lowest unoccupied orbital energy, eV: -3.608
HOMO level, eV: -14.852
Molecular weight, g mol⁻¹: 88.2
E_tot, Ha: -253.35807
SMILES string: CC[C@H](C)C[NH3+]